1.
# C18H35NO3S5SiTa

A molecular structure, C18H35NO3S5SiTa at a distorted geometry (ωB97M-V with the def2-TZVPD basis set, the Open Molecules 2025 dataset).

Last column: natural (NBO) charge in e.
Cartesian coordinates (Å):
Ta 2.785 -0.146 0.344  1.24
S 4.174 -1.864 -0.404  -0.07
S 5.335 -1.824 1.348  0.11
S 4.440 -0.155 2.151  0.14
S 2.473 -0.622 2.673  -0.11
C 1.143 2.398 -0.466  -0.64
C 2.608 2.692 -0.426  0.12
C 3.252 3.872 -0.620  -0.25
C 4.666 3.604 -0.498  -0.24
C 4.818 2.284 -0.228  0.14
C 6.099 1.522 -0.164  -0.65
N 3.544 1.655 -0.155  -0.72
H 0.577 3.338 -0.360  0.26
H 0.824 1.789 0.396  0.21
H 0.851 1.902 -1.388  0.23
H 2.710 4.770 -0.836  0.23
H 5.482 4.318 -0.586  0.24
H 6.864 2.011 -0.746  0.25
H 5.915 0.530 -0.575  0.21
H 6.532 1.410 0.831  0.22
C -2.372 2.326 -2.258  -0.62
C -2.131 0.841 -2.142  0.28
C -1.307 0.307 -3.290  -0.64
C -3.478 0.084 -2.082  -0.63
O -1.435 0.668 -0.889  -0.98
Si -0.656 -0.539 -0.182  2.37
S 1.304 -0.780 -1.264  -0.47
O -0.217 -0.115 1.319  -1.01
C -1.101 0.351 2.428  0.30
C -0.525 -0.169 3.735  -0.63
C -2.485 -0.200 2.187  -0.65
C -1.068 1.881 2.434  -0.63
O -1.490 -1.858 -0.379  -0.99
C -1.686 -3.271 -0.192  0.29
C -0.624 -3.839 0.742  -0.64
C -3.111 -3.499 0.351  -0.62
C -1.579 -3.887 -1.589  -0.62
H -2.884 2.516 -3.228  0.22
H -1.423 2.850 -2.198  0.21
H -3.002 2.663 -1.437  0.22
H -1.785 0.452 -4.260  0.24
H -1.180 -0.773 -3.174  0.21
H -0.328 0.792 -3.336  0.21
H -4.060 0.288 -2.972  0.23
H -4.055 0.416 -1.207  0.21
H -3.322 -0.995 -1.986  0.22
H -0.470 -1.268 3.731  0.22
H -1.199 0.133 4.552  0.24
H 0.469 0.222 3.944  0.22
H -2.525 -1.278 2.272  0.22
H -2.860 0.074 1.204  0.23
H -3.197 0.160 2.949  0.24
H -0.034 2.229 2.479  0.21
H -1.586 2.224 3.332  0.23
H -1.575 2.274 1.554  0.23
H -0.642 -3.332 1.735  0.21
H 0.368 -3.723 0.310  0.21
H -0.773 -4.911 0.916  0.24
H -3.225 -3.140 1.373  0.21
H -3.341 -4.572 0.317  0.23
H -3.854 -2.978 -0.276  0.22
H -0.577 -3.728 -1.994  0.21
H -2.282 -3.418 -2.280  0.22
H -1.790 -4.960 -1.540  0.22

Values from the calculation:
- LUMO energy (eV) = -4.81
- energy (eV) = -90473.629
- multiplicity = 1
- molecular weight (g/mol) = 682.851
- highest occupied orbital energy (eV) = -10.850
- net charge = +1

=====

2.
# C18H35ORuSbTe

A molecular structure, C18H35ORuSbTe (ωB97M-V with the def2-TZVPD basis set, the Open Molecules 2025 dataset).

Last column: Mulliken spin population.
Cartesian coordinates (Å):
Ru 0.062 0.083 -0.314  3.27
C 0.308 -1.141 2.019  0.12
C 1.059 0.052 2.038  0.03
C 0.150 1.138 2.019  0.05
C -1.163 0.612 2.020  0.06
C -1.069 -0.791 2.023  0.09
H 0.711 -2.143 2.078  -0.01
H 2.134 0.126 2.076  0.00
H 0.417 2.184 2.049  -0.01
H -2.074 1.189 1.992  0.01
H -1.897 -1.482 2.058  -0.03
C -1.197 2.565 -1.711  0.00
O -1.330 1.380 -1.002  0.22
H -1.238 3.443 -1.049  0.01
H -2.011 2.684 -2.446  0.01
H -0.245 2.626 -2.259  0.00
C -1.444 -2.391 -5.031  0.01
C -0.690 -1.505 -4.042  0.00
C -1.057 -0.043 -4.293  0.00
C 0.805 -1.680 -4.303  -0.03
Sb -1.042 -1.829 -1.893  0.10
C -0.185 -3.824 -1.524  -0.01
C -0.693 -4.356 -0.183  0.00
C 1.321 -3.588 -1.372  0.04
C -0.436 -4.871 -2.604  0.01
C -3.241 -2.014 -1.701  0.02
C -3.984 -2.780 -2.790  0.00
C -3.556 -2.674 -0.360  0.02
C -3.770 -0.579 -1.649  0.00
H -1.145 -2.097 -6.046  0.00
H -2.524 -2.282 -4.973  0.00
H -1.204 -3.448 -4.920  0.00
H -0.762 0.229 -5.315  0.00
H -0.548 0.630 -3.602  -0.01
H -2.132 0.132 -4.203  0.00
H 1.023 -1.334 -5.321  0.00
H 1.109 -2.727 -4.244  0.00
H 1.423 -1.100 -3.616  0.04
H -0.675 -3.595 0.601  0.00
H -0.038 -5.176 0.137  0.00
H -1.704 -4.757 -0.251  0.00
H 1.549 -2.872 -0.580  -0.03
H 1.789 -3.206 -2.279  0.00
H 1.802 -4.543 -1.119  0.00
H -1.498 -5.004 -2.825  0.00
H -0.045 -5.841 -2.267  0.00
H 0.076 -4.624 -3.535  0.00
H -3.567 -3.773 -2.979  0.00
H -4.008 -2.230 -3.730  0.00
H -5.028 -2.915 -2.475  0.00
H -3.423 -3.755 -0.390  0.00
H -4.609 -2.482 -0.119  0.00
H -2.954 -2.274 0.456  -0.02
H -3.651 -0.059 -2.601  0.00
H -3.264 0.034 -0.901  -0.01
H -4.843 -0.614 -1.417  0.00
Te 2.288 0.618 -1.394  1.03

Values from the calculation:
- LUMO energy (alpha / beta) (eV) = 2.73 / 2.63
- energy (eV) = -37692.516
- energy above the lowest of the compared OMol25 structures with the same formula, charge and spin (kJ/mol) = 0.0
- multiplicity = 6
- molecular weight (g/mol) = 617.907
- highest occupied orbital energy (alpha / beta) (eV) = -2.567 / -3.734
- net charge = -1

=====

3.
# C18H36BCl10CsF4O4S2

A molecular structure, C18H36BCl10CsF4O4S2 at a distorted geometry (ωB97M-V with the def2-TZVPD basis set, the Open Molecules 2025 dataset).

Last column: Mulliken charge in e.
Cartesian coordinates (Å):
Cs 4.211 1.569 -0.608  1.00
B -0.482 1.381 0.095  0.57
F 0.241 1.595 1.267  -0.38
F -1.863 1.575 0.267  -0.42
F 0.079 2.226 -0.837  -0.41
F -0.330 0.071 -0.313  -0.36
C 1.981 -1.810 -6.517  -0.63
C 3.524 -1.825 -6.636  -0.46
C 3.974 -3.096 -5.892  -0.79
S 2.746 -3.438 -4.493  1.05
O 3.004 -2.567 -3.341  -0.61
O 2.497 -4.858 -4.294  -0.64
C 1.369 -2.626 -5.364  -0.63
H 1.500 -2.066 -7.461  0.36
H 1.706 -0.773 -6.325  0.23
H 3.914 -0.900 -6.212  0.28
H 3.716 -1.824 -7.709  0.29
H 4.951 -3.105 -5.408  0.44
H 4.099 -3.924 -6.589  0.36
H 0.830 -2.090 -4.583  0.42
H 0.765 -3.460 -5.721  0.31
C 1.698 -4.848 2.370  -0.63
C 2.936 -5.615 2.046  -0.55
C 4.083 -5.016 2.889  -0.71
S 3.580 -3.261 3.413  1.06
O 4.310 -2.170 2.825  -0.63
O 3.243 -3.232 4.841  -0.63
C 2.029 -3.406 2.494  -0.64
H 1.237 -5.199 3.294  0.33
H 1.007 -5.055 1.553  0.31
H 3.138 -5.478 0.983  0.27
H 2.727 -6.665 2.249  0.32
H 5.081 -4.921 2.460  0.41
H 4.211 -5.551 3.829  0.33
H 2.089 -2.947 1.507  0.39
H 1.264 -2.897 3.081  0.37
Cl -1.004 7.839 -1.182  -0.20
C -1.941 6.586 -0.283  -0.35
C -1.355 6.167 1.011  -0.32
Cl -1.358 7.577 2.173  -0.22
H -1.895 5.676 -0.883  0.20
H -2.994 6.865 -0.261  0.35
H -0.349 5.764 0.891  0.28
H -1.906 5.341 1.460  0.25
Cl 3.323 5.168 5.910  -0.18
C 3.992 3.804 5.074  -0.28
C 3.683 2.580 5.918  -0.43
Cl 4.305 2.660 7.660  -0.18
H 5.050 4.005 4.908  0.27
H 3.516 3.830 4.094  0.23
H 4.315 1.826 5.448  0.24
H 2.675 2.178 6.029  0.34
Cl -4.085 0.056 4.582  -0.18
C -5.299 1.254 5.078  -0.40
C -5.005 2.477 4.243  -0.43
Cl -6.007 3.795 4.767  -0.21
H -5.167 1.488 6.135  0.32
H -6.277 0.836 4.838  0.29
H -5.166 2.322 3.176  0.31
H -3.966 2.792 4.333  0.31
Cl -6.107 -1.278 0.312  -0.19
C -5.231 -2.638 -0.338  -0.32
C -3.746 -2.286 -0.401  -0.41
Cl -2.766 -3.693 -0.962  -0.22
H -5.543 -2.812 -1.368  0.29
H -5.366 -3.487 0.332  0.30
H -3.331 -1.828 0.497  0.34
H -3.658 -1.439 -1.083  0.21
Cl -4.969 1.579 -4.610  -0.21
C -3.475 2.281 -3.855  -0.36
C -2.903 3.310 -4.873  -0.43
Cl -3.849 4.779 -4.907  -0.18
H -2.739 1.502 -3.655  0.27
H -3.789 2.780 -2.938  0.27
H -2.769 2.929 -5.885  0.36
H -1.910 3.619 -4.544  0.27

Values from the calculation:
- LUMO energy (eV) = -1.63
- energy (eV) = -186433.986
- energy above the lowest of the compared OMol25 structures with the same formula, charge and spin (kJ/mol) = 0.0
- multiplicity = 1
- molecular weight (g/mol) = 954.855
- highest occupied orbital energy (eV) = -10.311
- net charge = 0